Here is 2 unconnected molecules or ions with the total composition C10H15NO at a distorted geometry from OMol25. Energies are from ωB97M-V/def2-TZVPD.

XYZ file:
```
27
Properties=species:S:1:pos:R:3
H -3.6235 0.8524 -2.5400
H -1.2834 3.7165 0.8899
O -4.1498 2.3461 -0.7544
C -3.1030 2.3773 -1.3647
H -1.5268 2.0244 0.6603
C 3.5258 -0.8422 0.5967
H 1.0273 -4.6935 -0.0172
H 1.1734 -0.1283 1.8335
H 4.3589 -1.3777 1.0481
H -1.3721 3.2245 -2.0023
H -0.0917 2.6985 -0.0517
C 1.0689 -3.6955 0.3625
H 2.9974 -3.3144 -0.4077
N -2.8585 1.4911 -2.3963
H -0.9682 -3.7219 0.9645
C -0.0329 -3.1996 1.0640
C -1.9243 3.3095 -1.0725
C -1.1324 2.9053 0.1857
H 3.4196 0.1479 1.0473
H -1.8965 1.2394 -2.5388
H -2.1730 4.3654 -1.0613
C 0.0153 -1.9128 1.5690
H 3.8043 -0.6468 -0.4413
C 1.1784 -1.1544 1.4789
C 2.1697 -2.8894 0.1443
C 2.2242 -1.5997 0.6803
H -0.8270 -1.5223 2.1231
```

Structure (SMILES): Cc1ccccc1.CCC(N)=O
F_max (eV/Å): 1.316
Gap between HOMO and LUMO (eV): 9.8
Molar mass (g mol⁻¹): 165.24
Relative energy (zero: lowest compared OMol25 entry of this formula, charge and spin) (kJ/mol): 57.1
DFT total energy (Eh): -520.03921
Lowest unoccupied orbital energy (eV): 0.69